Record 1
This record from OMol25 describes a 2-piece molecular cluster, C3H6Br2Si overall at a distorted geometry. The level of theory is ωB97M-V with the def2-TZVPD basis set.

For the total energy, the calculation gives -5555.36552 Ha.

Geometry as ORCA input:
```
! RIJCOSX wB97M-V def2-TZVPD def2/J DEFGRID3
* xyz 0 1
C -1.32744 -0.51231 -0.18763
C -0.99209 0.81472 -0.02739
C -0.49982 1.27141 1.31198
Si 1.84953 -1.34737 -2.18001
Br 1.97853 -3.24352 -0.95887
Br 1.53542 1.16945 1.28186
H -1.56658 -0.77603 -1.22288
H -1.29077 -1.34614 0.44717
H -1.01928 1.41764 -0.85749
H -0.76765 0.64746 2.14622
H -0.67220 2.34287 1.52610
H 2.77236 -0.43818 -1.27906
*
```

Löwdin atomic charge list, values in e, 8 entries: atom 1 (C): 0.006, atom 2 (C): -0.254, atom 3 (C): -0.516, atom 4 (Si): 0.203, atom 5 (Br): 0.021, atom 6 (Br): 0.506, atom 7 (H): 0.052, atom 8 (H): 0.045

=====

Record 2
This record from OMol25 describes one molecule with the formula C3H6BrO2P at a distorted geometry. The level of theory is ωB97M-V with the def2-TZVPD basis set.

For the total energy, the calculation gives -3183.67373 Ha.

Geometry as ORCA input:
```
! RIJCOSX wB97M-V def2-TZVPD def2/J DEFGRID3
* xyz 0 1
C 1.19955 0.80247 -0.74601
C 0.41703 0.49829 0.67923
C -0.45111 -0.73828 0.57500
O 2.26661 1.58729 -0.60272
O 1.34524 0.40070 1.58655
P 3.58183 1.34560 0.30872
Br 4.21973 -0.70254 -0.19515
H 1.45498 -0.18333 -1.03657
H 0.70905 1.24970 -1.58155
H -0.23819 1.32746 0.88603
H -0.04752 -1.66205 0.90274
H -0.84613 -0.98166 -0.42580
H -1.29488 -0.56983 1.21661
*
```

Löwdin atomic charge list, values in e, 8 entries: atom 1 (C): -0.254, atom 2 (C): -0.544, atom 3 (C): -0.050, atom 4 (O): -0.506, atom 5 (O): -0.178, atom 6 (P): 0.731, atom 7 (Br): 0.270, atom 8 (H): 0.071

=====

Record 3
This record from OMol25 describes C3H6BrP as an isolated structure at a distorted geometry. The level of theory is ωB97M-V with the def2-TZVPD basis set.

For the total energy, the calculation gives -3033.21415 Ha.

Geometry as ORCA input:
```
! RIJCOSX wB97M-V def2-TZVPD def2/J DEFGRID3
* xyz 0 1
C -0.11806 -0.06047 1.23038
C 0.01588 0.92853 0.12764
C -0.01706 -0.35073 -0.68371
P 1.45534 -1.32093 -1.00049
Br 0.74734 -3.34375 -0.45877
H 0.75207 -0.41865 1.74802
H -1.08399 -0.38134 1.56111
H -0.83978 1.57234 -0.04495
H 0.94922 1.48056 0.10188
H -0.98406 -0.69541 -1.02213
H 1.15976 -1.51574 -2.36218
*
```

Löwdin atomic charge list, values in e, 8 entries: atom 1 (C): -0.031, atom 2 (C): -0.315, atom 3 (C): -0.499, atom 4 (P): 0.424, atom 5 (Br): 0.153, atom 6 (H): 0.062, atom 7 (H): 0.066, atom 8 (H): 0.100

=====

Record 4
This record from OMol25 describes a 2-piece molecular cluster, C3H6Cl2NO3P overall at a distorted geometry. The level of theory is ωB97M-V with the def2-TZVPD basis set.

For the total energy, the calculation gives -1660.05278 Ha.

Geometry as ORCA input:
```
! RIJCOSX wB97M-V def2-TZVPD def2/J DEFGRID3
* xyz 0 1
C 1.18871 -1.12859 0.56427
C -1.08204 -1.02206 -0.67378
C 0.21906 -0.41325 -0.29679
N 0.79778 0.44780 -1.29228
O 1.99131 0.35667 -1.48376
O 0.05396 1.23098 -1.85404
O 0.54991 2.70396 1.24057
P -0.51444 1.73987 1.01149
Cl -2.07346 2.54064 0.05108
Cl -1.25580 1.03743 2.75933
H 1.87809 -0.42742 1.03317
H 0.67526 -1.70420 1.32886
H 1.79088 -1.80684 -0.04599
H -1.73310 -0.28244 -1.13473
H -0.91328 -1.82061 -1.40177
H -1.57283 -1.45195 0.19437
*
```

Löwdin atomic charge list, values in e, 8 entries: atom 1 (C): -0.051, atom 2 (C): -0.054, atom 3 (C): -0.325, atom 4 (N): -0.421, atom 5 (O): 0.105, atom 6 (O): 0.013, atom 7 (O): -0.423, atom 8 (P): -0.028

=====

Record 5
This record from OMol25 describes one molecule with the formula C3H6Cl2OSi at a distorted geometry. The level of theory is ωB97M-V with the def2-TZVPD basis set.

For the total energy, the calculation gives -1403.00566 Ha. The structure (SMILES) is C=C[Si@@](C)(Cl)OCl.

Geometry as ORCA input:
```
! RIJCOSX wB97M-V def2-TZVPD def2/J DEFGRID3
* xyz 0 1
C 0.33258 -1.01061 2.08517
C 0.83659 -0.02164 1.34517
Si 0.02546 0.79066 -0.17275
C -1.00823 -0.58640 -1.26652
Cl -1.13864 2.33462 0.18734
O 1.36634 1.34469 -1.00357
Cl 1.53740 2.19261 -2.42247
H 0.69702 -1.71119 2.78898
H -0.69989 -1.29398 1.63953
H 1.68809 0.52148 1.59000
H -0.63570 -0.44474 -2.33961
H -0.84010 -1.70105 -0.92212
H -2.16091 -0.41448 -1.50915
*
```

Löwdin atomic charge list, values in e, 8 entries: atom 1 (C): -0.039, atom 2 (C): -0.234, atom 3 (Si): -0.018, atom 4 (C): -0.213, atom 5 (Cl): 0.425, atom 6 (O): -0.805, atom 7 (Cl): 0.636, atom 8 (H): 0.042

=====

Record 6
This record from OMol25 describes a 3-piece molecular cluster, C3H6Cl4N2O4 overall at a distorted geometry. The level of theory is ωB97M-V with the def2-TZVPD basis set.

For the total energy, the calculation gives -2368.93370 Ha. The structure (SMILES) is C[N+](=O)[O-].C[N+](=O)[O-].ClC(Cl)(Cl)Cl.

Geometry as ORCA input:
```
! RIJCOSX wB97M-V def2-TZVPD def2/J DEFGRID3
* xyz 0 1
C -5.59893 -34.30585 -3.91160
N -6.02012 -33.83907 -5.26686
O -6.73426 -32.86113 -5.33276
O -5.48648 -34.36258 -6.22086
H -4.54112 -34.54056 -3.93845
H -6.09979 -35.26913 -3.79050
H -5.93514 -33.60587 -3.15988
C -5.54793 -39.24355 -11.01633
N -4.87893 -40.26748 -10.17417
O -5.41688 -41.32942 -10.02769
O -3.81873 -39.96238 -9.69178
H -6.30019 -39.73329 -11.62263
H -4.77928 -38.82787 -11.66359
H -5.90547 -38.47216 -10.33928
Cl -6.61608 -38.03349 -7.60606
C -7.15600 -36.58332 -8.50858
Cl -5.74720 -35.64027 -8.96042
Cl -7.98132 -37.10166 -9.99123
Cl -8.23299 -35.61546 -7.53183
*
```

Löwdin atomic charge list, values in e, 8 entries: atom 1 (C): 0.051, atom 2 (N): -0.451, atom 3 (O): 0.065, atom 4 (O): -0.011, atom 5 (H): 0.098, atom 6 (H): 0.101, atom 7 (H): 0.094, atom 8 (C): 0.020

=====

Record 7
This record from OMol25 describes a 2-piece molecular cluster, C3H6ClF overall at a distorted geometry. The level of theory is ωB97M-V with the def2-TZVPD basis set.

For the total energy, the calculation gives -677.76213 Ha. As for the expectation value of S²: 2.0053.

Geometry as ORCA input:
```
! RIJCOSX wB97M-V def2-TZVPD def2/J DEFGRID3
* xyz 0 3
C -0.23825 0.32660 0.44124
C 0.38588 -0.13298 -0.91592
C 2.77202 -2.94747 -1.01830
F 2.29489 -3.09606 -2.32278
Cl 4.07804 -1.99298 -1.09095
H -1.15427 -0.15698 0.42893
H -0.44556 1.40189 0.51517
H 0.44587 0.00841 1.31022
H -0.22346 0.06999 -1.71496
H 1.46773 0.00173 -1.09878
H 0.22699 -1.17851 -0.70833
*
```

Löwdin atomic charge list, values in e, 8 entries: atom 1 (C): -0.156, atom 2 (C): -0.154, atom 3 (C): -0.538, atom 4 (F): -0.143, atom 5 (Cl): 0.685, atom 6 (H): 0.026, atom 7 (H): 0.056, atom 8 (H): 0.094

=====

Record 8
This record from OMol25 describes one molecule with the formula C3H6ClFS at a distorted geometry. The level of theory is ωB97M-V with the def2-TZVPD basis set.

For the total energy, the calculation gives -1076.12465 Ha. The structure (SMILES) is C[C@H](S)[C@@H](F)Cl.

Geometry as ORCA input:
```
! RIJCOSX wB97M-V def2-TZVPD def2/J DEFGRID3
* xyz 0 1
C 1.31946 -0.77331 -0.13765
C 0.21518 0.34858 -0.33138
S 0.46433 1.98918 0.44899
C -1.17244 -0.28825 0.10370
F -1.11958 -0.53985 1.40609
Cl -2.54436 0.78747 -0.12326
H 0.87125 -1.69912 -0.63054
H 2.18207 -0.49118 -0.67128
H 1.66372 -1.01922 0.85688
H 0.28019 0.62816 -1.36537
H -0.71071 2.28113 0.77745
H -1.44913 -1.22360 -0.33362
*
```

Löwdin atomic charge list, values in e, 8 entries: atom 1 (C): -0.091, atom 2 (C): -0.641, atom 3 (S): 0.751, atom 4 (C): -0.794, atom 5 (F): -0.034, atom 6 (Cl): 0.667, atom 7 (H): 0.102, atom 8 (H): 0.047

=====

Record 9
This record from OMol25 describes C3H6ClINTl as an isolated structure at a distorted geometry. The level of theory is ωB97M-V with the def2-TZVPD basis set.

For the total energy, the calculation gives -1102.21261 Ha.

Geometry as ORCA input:
```
! RIJCOSX wB97M-V def2-TZVPD def2/J DEFGRID3
* xyz 2 1
C 1.60848 -0.04769 -0.03483
C 0.27622 0.63599 0.29949
I -0.26551 2.32303 -0.85606
C -0.97453 -0.23041 0.22289
N -2.10862 0.67793 0.35846
Cl -3.30833 0.50746 -0.66860
H 1.68619 -0.26215 -1.11016
H 1.70640 -0.97441 0.55506
H 2.44078 0.59157 0.25751
H 0.35184 0.98438 1.32868
H -1.02406 -0.84455 -0.68820
H -0.99300 -0.88118 1.11201
Tl 0.60412 -2.47997 -0.77626
*
```

Löwdin atomic charge list, values in e, 8 entries: atom 1 (C): -0.227, atom 2 (C): -0.746, atom 3 (I): 1.287, atom 4 (C): -0.496, atom 5 (N): -0.434, atom 6 (Cl): 0.952, atom 7 (H): 0.048, atom 8 (H): 0.013

=====

Record 10
This record from OMol25 describes a 2-piece molecular cluster, C3H6ClN overall at a distorted geometry. The level of theory is ωB97M-V with the def2-TZVPD basis set.

For the total energy, the calculation gives -632.69685 Ha.

Geometry as ORCA input:
```
! RIJCOSX wB97M-V def2-TZVPD def2/J DEFGRID3
* xyz 0 1
C 0.52135 -0.46068 -1.28543
C -0.68857 -0.36397 -0.74599
C -1.49880 0.84362 -0.62661
N 0.73436 0.00397 2.10253
Cl -1.19396 1.81191 -1.95497
H 1.08974 -1.31896 -1.50964
H 0.94331 0.36580 -1.82640
H -1.07134 -1.26005 -0.18928
H -0.12628 -0.52082 2.23418
H 0.71189 0.14599 1.10317
H 0.57831 0.75318 2.69844
*
```

Löwdin atomic charge list, values in e, 8 entries: atom 1 (C): -0.007, atom 2 (C): -0.371, atom 3 (C): -0.473, atom 4 (N): 0.037, atom 5 (Cl): 0.658, atom 6 (H): 0.059, atom 7 (H): 0.037, atom 8 (H): 0.108

=====

Look up the total energy of the fifth one. -1403.00566 Ha